Computed, not measured: a 10-piece molecular cluster, C42H102N10O6 overall in a non-equilibrium geometry, with wB97M-V/def2-TZVPD.

The energy above the lowest of the compared OMol25 structures with the same formula, charge and spin is 0.0 kcal/mol. The LUMO energy (alpha / beta) comes out at -1.923 / -6.591 eV. Its multiplicity is 2. Its net charge is +1. Its max |F| is 3.6 eV/A. The calculation puts the orbital gap (alpha / beta) at 0.2832 / 0.1117 Eh.

Each line ends with the Mulliken charge.
Atoms and positions in Å:
C: -1.32330 -0.06174 -4.75946  -1.42
C: -2.88424 -0.22323 -4.88125  0.11
N: -3.38810 0.21861 -6.15688  0.10
C: -4.72696 -0.24459 -6.45120  -0.29
C: -4.89883 -1.76342 -6.57769  -1.20
C: -3.34891 1.69897 -6.27226  -0.13
C: -3.38620 2.18582 -7.71458  -1.47
H: -0.84613 -0.54384 -5.61268  0.48
H: -1.07314 -0.52124 -3.80322  0.10
H: -0.98843 0.97553 -4.76413  0.37
H: -3.03534 -1.29450 -4.74831  0.03
H: -3.39858 0.29875 -4.07435  0.21
H: -5.42546 0.20977 -5.74851  0.32
H: -5.05417 0.21697 -7.38286  0.32
H: -4.15107 -2.29162 -7.16926  0.34
H: -4.81392 -2.23815 -5.60018  0.12
H: -5.91946 -1.98676 -6.88839  0.41
H: -2.31452 1.98667 -6.08421  0.17
H: -4.08048 2.24798 -5.67940  0.31
H: -4.35123 2.10503 -8.21487  0.36
H: -2.68245 1.63860 -8.34179  0.34
H: -3.11520 3.24109 -7.74726  0.44
C: -1.37907 -5.38311 3.64814  -0.62
C: -0.49894 -5.03939 4.86248  -0.93
N: 0.02229 -3.67191 4.89878  0.38
C: -1.03881 -2.73687 5.41617  -0.17
C: -0.41841 -1.35322 5.70078  -1.18
C: 0.74617 -3.12949 3.76439  -0.10
C: 1.85651 -4.02064 3.17591  -1.66
H: -1.93185 -6.30664 3.82025  0.51
H: -0.65199 -5.52704 2.84893  0.06
H: -2.13702 -4.63804 3.40633  0.27
H: -1.09571 -5.21216 5.75808  0.51
H: 0.34162 -5.72483 4.97073  0.40
H: -1.86194 -2.61750 4.71167  0.28
H: -1.35743 -3.15868 6.36941  0.52
H: -1.21554 -0.72655 6.10079  0.44
H: 0.36855 -1.48449 6.44345  0.36
H: -0.02392 -0.85897 4.81298  0.18
H: 1.24898 -2.17681 3.93076  0.37
H: 0.01654 -2.84928 3.00463  0.46
H: 2.52376 -3.46438 2.51753  0.36
H: 1.50426 -4.84176 2.55158  0.26
H: 2.51291 -4.42792 3.94491  0.48
C: 1.54778 -0.18551 -1.35250  -1.38
C: 0.97552 -0.60296 0.02219  -0.87
N: 0.93733 0.51911 1.03112  2.28
C: 2.25371 1.13721 1.34880  0.29
C: 3.27722 0.38091 2.23448  -1.00
C: 0.31786 0.15832 2.31735  0.83
C: -1.12625 -0.33708 2.16385  -1.03
H: 1.33028 0.85901 -1.57561  -0.04
H: 1.18882 -0.79857 -2.17917  0.44
H: 2.63293 -0.28286 -1.31995  0.29
H: -0.04141 -0.98953 -0.04503  0.47
H: 1.61058 -1.36250 0.47815  0.40
H: 2.75961 1.38705 0.41620  0.04
H: 2.08226 2.13992 1.74029  -0.81
H: 3.35387 -0.62421 1.81979  -0.02
H: 4.26504 0.81908 2.09190  0.46
H: 3.07038 0.46644 3.30125  0.19
H: 0.24339 1.02253 2.97741  -0.39
H: 0.89046 -0.63327 2.80071  -0.78
H: -1.58807 -0.33280 3.15118  0.46
H: -1.20181 -1.32182 1.70269  -0.19
H: -1.75653 0.34793 1.59674  0.19
C: -4.19775 -4.80975 0.07546  -1.54
C: -2.71961 -4.63031 0.16057  0.69
N: -1.94278 -4.88155 -1.06773  0.06
C: -0.46238 -4.95515 -0.80533  -1.51
C: 0.06983 -3.62127 -0.30553  0.59
C: -2.32943 -4.03631 -2.18003  0.38
C: -1.58171 -4.44331 -3.48178  -1.77
H: -4.56779 -5.52439 0.81062  0.35
H: -4.62095 -5.14021 -0.87311  0.41
H: -4.70277 -3.89331 0.38077  0.30
H: -2.54926 -3.62157 0.53678  -0.18
H: -2.22684 -5.24567 0.91330  0.04
H: 0.07357 -5.23503 -1.71226  0.43
H: -0.26000 -5.87540 -0.25735  0.30
H: 1.15413 -3.66000 -0.20113  0.45
H: -0.41701 -3.42787 0.65033  -0.40
H: -0.13757 -2.79944 -0.99087  0.07
H: -3.39605 -4.23288 -2.28854  0.44
H: -2.20677 -2.95846 -2.07371  -0.23
H: -1.41134 -5.51822 -3.54219  0.43
H: -2.06209 -4.20032 -4.42956  0.40
H: -0.60935 -3.95689 -3.55932  0.33
C: 2.98347 4.49565 0.77146  -0.48
O: 2.33522 5.14175 1.60895  -0.68
N: 2.69740 4.35774 -0.54500  0.52
C: 1.57243 5.09545 -1.13264  -1.07
C: 3.40877 3.50442 -1.51264  -0.43
H: 3.87594 3.94559 1.10786  0.77
H: 0.90106 5.46161 -0.35591  0.22
H: 0.98158 4.45878 -1.79116  0.34
H: 1.83268 5.95399 -1.75173  0.35
H: 3.57359 3.89472 -2.51694  0.48
H: 4.43896 3.25150 -1.26198  -0.04
H: 2.87852 2.56432 -1.66472  -0.05
C: -1.49323 2.23211 -1.25480  -0.02
O: -2.21461 2.05433 -2.28323  -0.72
N: -1.48650 3.35334 -0.50668  0.47
C: -0.76605 3.46380 0.80979  -0.55
C: -2.37296 4.44714 -0.75713  -1.20
H: -0.66760 1.58286 -0.92463  0.32
H: -0.57518 4.52743 0.95253  0.24
H: 0.20869 2.97742 0.84743  -0.26
H: -1.36396 3.21612 1.68686  0.51
H: -1.77504 5.33491 -0.55107  0.34
H: -2.79878 4.48984 -1.75961  0.30
H: -3.16714 4.54811 -0.01741  0.37
C: 5.04760 -2.86065 -0.15170  0.12
O: 4.73320 -4.02675 -0.00141  -0.60
N: 5.61323 -2.09448 0.86861  0.33
C: 6.29617 -0.83532 0.62206  -1.38
C: 5.93472 -2.57354 2.16520  -1.01
H: 5.03305 -2.32331 -1.11257  0.35
H: 7.32379 -1.02165 0.30998  0.52
H: 6.43207 -0.17676 1.47992  0.45
H: 5.84130 -0.27714 -0.19625  0.28
H: 6.99717 -2.67211 2.38785  0.34
H: 5.43217 -1.91709 2.87557  0.30
H: 5.51311 -3.56585 2.32533  0.34
C: -6.48617 -0.92741 -0.29006  0.02
O: -6.41732 -0.45773 0.84504  -0.62
N: -5.60506 -0.76713 -1.26519  0.27
C: -5.58991 -1.46382 -2.54837  -0.64
C: -4.49870 0.14154 -1.10002  -0.98
H: -7.32766 -1.61382 -0.47151  0.37
H: -5.84160 -0.68221 -3.26519  0.42
H: -6.18746 -2.37264 -2.61962  0.37
H: -4.59000 -1.85214 -2.74199  -0.11
H: -4.81887 1.08661 -1.53869  0.42
H: -4.18092 0.41785 -0.09466  0.32
H: -3.62108 -0.30358 -1.56880  0.14
C: 6.50747 3.07786 0.57257  0.11
O: 6.31109 2.69511 1.75273  -0.63
N: 6.57378 4.37537 0.22758  0.18
C: 6.35452 5.48645 1.10277  -0.90
C: 6.70541 4.72776 -1.18893  -1.00
H: 6.62931 2.39678 -0.28386  0.35
H: 7.00588 6.33517 0.89424  0.37
H: 6.72532 5.23767 2.09711  0.33
H: 5.29673 5.70515 1.24896  0.27
H: 5.75172 5.16926 -1.47818  0.39
H: 7.50345 5.44615 -1.37645  0.33
H: 6.86346 3.85553 -1.82324  0.31
C: 0.90990 3.56417 4.34992  0.16
O: 1.16896 2.51843 5.00789  -0.67
N: -0.26921 4.25094 4.37050  0.24
C: -1.28361 3.93773 5.42867  -1.04
C: -0.41936 5.48221 3.61943  -0.75
H: 1.52310 3.99630 3.54403  0.34
H: -0.99356 3.09363 6.05433  0.31
H: -2.22477 3.64332 4.96428  0.32
H: -1.45861 4.84618 6.00504  0.35
H: -1.45944 5.45878 3.29415  0.37
H: -0.27094 6.34774 4.26515  0.33
H: 0.26545 5.53434 2.77302  0.10

Forces on atoms 1 to 6 (eV/Å):
-1.4 0.2 -0.1
1.5 0.1 0.0
-0.2 0.8 -0.7
-0.1 -0.2 -0.7
-0.1 0.1 1.1
1.5 -0.8 -1.4